(1)
Formula: C20H14N3O7Pt
Source: OMol25
Level of theory: the ωB97M-V functional and the def2-TZVPD basis

Values from the calculation:
* HOMO: -10.534 eV
* relative energy (zero: lowest compared OMol25 entry of this formula, charge and spin): 19.8 kcal/mol
* total charge: +1

Last column: natural (NBO) charge in e.
CARTESIAN COORDINATES (ANGSTROEM)
Pt -0.90752 -0.07354 -0.83678  0.98
O -3.27332 3.16501 -0.76004  -0.60
C -2.64884 2.05000 -0.51918  0.79
O -2.05960 1.46183 -1.43881  -0.57
C -2.66010 1.50439 0.81095  0.05
C -3.39232 2.08073 1.84407  -0.15
C -3.44319 1.45014 3.06052  -0.13
C -2.78056 0.23713 3.19598  -0.17
C -2.07052 -0.29488 2.13117  0.13
N -1.95905 0.34677 0.95206  -0.40
C -1.48093 -1.68955 2.20380  0.75
O -1.13836 -2.16553 3.39966  -0.63
O -1.40009 -2.35312 1.22171  -0.49
H -3.21429 3.37727 -1.70726  0.53
H -3.90478 3.01053 1.63736  0.26
H -4.01181 1.85843 3.88398  0.26
H -2.87982 -0.30558 4.12535  0.24
H -1.27515 -1.54825 4.12463  0.49
N 1.70651 0.56872 -7.64674  -0.20
C 1.33816 0.38063 -6.57595  0.23
C 0.87234 0.18018 -5.23733  -0.07
C -0.30802 -0.51703 -4.99116  -0.19
C -0.74837 -0.63142 -3.68930  0.08
N -0.07601 -0.09385 -2.66612  -0.41
C 1.07780 0.54401 -2.89072  0.07
C 1.58806 0.70214 -4.16100  -0.18
H -0.86853 -0.95773 -5.80204  0.26
H -1.65516 -1.16810 -3.44997  0.24
H 1.60249 0.93203 -2.02829  0.24
H 2.52072 1.22313 -4.31770  0.26
O 3.89328 -2.68883 1.35091  -0.65
C 3.23806 -1.62581 1.78247  0.38
C 3.71401 -0.96806 2.92816  -0.27
C 3.10486 0.17405 3.39216  -0.17
C 1.99442 0.70232 2.73829  -0.27
C 1.49716 0.04504 1.62788  -0.19
C 2.08867 -1.11526 1.13436  -0.28
C 1.56639 -1.84948 -0.09135  0.80
O 2.24196 -2.76180 -0.56521  -0.64
O 0.41441 -1.55309 -0.58938  -0.74
H 3.44550 -2.99807 0.52781  0.52
H 4.56797 -1.39788 3.43520  0.24
H 3.50017 0.67578 4.26613  0.22
H 1.53706 1.62313 3.07814  0.21
H 0.64632 0.46348 1.11157  0.18



(2)
Formula: C11H23BCoF4NO2P2
Source: OMol25
Level of theory: the ωB97M-V functional and the def2-TZVPD basis

Values from the calculation:
* HOMO (alpha / beta): -13.186 / -13.721 eV
* relative energy (zero: lowest compared OMol25 entry of this formula, charge and spin): 24.2 kcal/mol
* total charge: +1
* spin multiplicity: 4

Last column: Mulliken spin population.
CARTESIAN COORDINATES (ANGSTROEM)
Co 0.00000 0.00000 0.75006  2.86
P 2.04380 -1.02070 1.01516  0.01
C 2.34850 -1.48530 -0.79314  0.01
C 1.04930 -1.78810 -1.52874  0.00
N -0.08110 -1.22850 -1.02044  0.04
C -1.25930 -1.44790 -1.66104  0.00
C -1.34740 -2.22610 -2.81864  0.00
C -0.17800 -2.78880 -3.33734  0.00
C 1.03950 -2.56820 -2.68804  0.00
C -2.50020 -0.83910 -1.02154  0.00
P -2.07710 0.66290 0.04946  -0.02
H 1.95520 -2.98820 -3.07754  0.00
H -2.29780 -2.39290 -3.30344  0.00
H -0.21450 -3.39060 -4.23364  0.00
H -3.23110 -0.55810 -1.77984  0.00
H -2.95900 -1.59890 -0.38884  0.00
H 2.81190 -0.65990 -1.27424  0.00
H 3.03830 -2.32700 -0.84834  0.00
H 1.76510 3.81660 -1.64684  0.00
O 2.60510 3.68860 -2.24494  0.00
H 2.35930 4.02370 -3.15144  0.00
H -1.55030 4.86610 0.40536  0.00
O -1.16520 5.66970 -0.07434  0.00
H -1.61360 6.46960 0.33276  0.00
C -2.29840 2.05440 -1.20004  0.00
H -3.28130 1.99920 -1.66784  0.00
H -2.20280 3.02130 -0.70594  0.00
H -1.53870 1.98090 -1.97904  0.00
C -3.63870 0.82790 1.08786  0.00
H -3.59670 1.74110 1.68226  0.00
H -4.52120 0.86730 0.44936  0.00
H -3.73440 -0.02390 1.76136  0.00
C 2.11190 -2.70360 1.85316  0.00
H 3.03410 -3.22330 1.59376  0.00
H 2.07120 -2.58360 2.93596  0.00
H 1.26550 -3.31250 1.53506  0.00
C 3.69880 -0.25050 1.47106  0.00
H 3.72560 -0.01950 2.53586  0.00
H 4.51500 -0.93450 1.23846  0.00
H 3.84840 0.67060 0.90656  0.00
F 0.00000 0.00000 2.75006  0.05
B 0.00000 0.00000 4.16006  0.04
F -0.90020 -1.03420 4.64356  0.00
F 1.34560 -0.26260 4.64376  0.00
F -0.44530 1.29640 4.64406  0.00



(3)
Formula: C19H16Cl2N2O3
Source: OMol25
Level of theory: the ωB97M-V functional and the def2-TZVPD basis

Values from the calculation:
* HOMO: -8.950 eV
* relative energy (zero: lowest compared OMol25 entry of this formula, charge and spin): 0.0 kcal/mol
* total charge: 0

Last column: natural (NBO) charge in e.
CARTESIAN COORDINATES (ANGSTROEM)
Cl 2.21487 -3.50847 4.71725  0.02
C 1.77300 -2.65319 3.29188  -0.05
C 2.52922 -1.54445 2.88614  -0.24
C 2.14212 -0.84541 1.73536  -0.14
C 0.96831 -1.19105 1.04668  -0.05
C 0.41512 -0.29410 -0.10438  -0.20
C 0.53535 -0.94956 -1.51564  0.07
C 1.46632 -0.48002 -2.45548  -0.22
C 1.44145 -0.94460 -3.77758  -0.22
C 0.53872 -1.95933 -4.12360  -0.05
Cl 0.48965 -2.53988 -5.73923  0.02
C -0.31779 -2.50823 -3.15943  -0.20
C -0.35242 -1.96120 -1.87454  -0.22
C 0.24591 -2.31292 1.44695  -0.19
C 0.66433 -3.07297 2.54334  -0.20
H 3.38135 -1.23596 3.49101  0.23
H 2.74049 0.00359 1.39282  0.21
H 1.03630 0.61358 -0.11782  0.21
H 2.19504 0.28357 -2.16642  0.21
H 2.08402 -0.52437 -4.54930  0.23
H -0.98109 -3.33251 -3.41136  0.23
H -1.08424 -2.32872 -1.15264  0.21
H -0.65746 -2.60528 0.90897  0.21
H 0.11198 -3.96622 2.83046  0.23
C -1.65282 3.29380 -1.88991  -0.42
N -1.37734 2.47579 -0.72541  -0.48
C -1.48736 1.10325 -0.92146  0.71
O -1.92924 0.70409 -1.99686  -0.56
C -0.99198 0.16987 0.17416  -0.41
C -1.09123 0.84946 1.53278  0.71
O -1.18331 0.23067 2.59051  -0.56
N -1.01346 2.23700 1.59232  -0.48
C -0.89885 2.79784 2.92209  -0.42
C -1.23876 3.12297 0.52130  0.82
O -1.31836 4.33507 0.65504  -0.59
H -1.67097 4.33765 -1.59149  0.24
H -0.86522 3.12816 -2.63349  0.21
H -2.60908 2.99902 -2.32860  0.22
H -1.66162 -0.70908 0.19558  0.26
H -0.98195 3.87770 2.86038  0.24
H -1.68136 2.38417 3.55913  0.22
H 0.07238 2.52027 3.34046  0.21



(4)
Formula: C4H4O
Source: OMol25
Level of theory: the ωB97M-V functional and the def2-TZVPD basis

Values from the calculation:
* HOMO: -9.198 eV
* relative energy (zero: lowest compared OMol25 entry of this formula, charge and spin): 42.4 kcal/mol
* total charge: 0

Last column: natural (NBO) charge in e.
CARTESIAN COORDINATES (ANGSTROEM)
C -0.96404 0.02323 0.61565  -0.36
C -0.01575 0.90366 0.35895  -0.06
C -0.42855 -1.02701 -0.26522  0.62
C 0.92323 0.13212 -0.63256  -0.56
O -0.50305 -2.16070 -0.63685  -0.51
H -1.77765 0.09530 1.28703  0.22
H -0.02943 1.77492 0.89492  0.20
H 1.07494 0.50094 -1.65285  0.23
H 1.72029 -0.24246 0.03095  0.22



(5)
Formula: CH3O4P2
Source: OMol25
Level of theory: the ωB97M-V functional and the def2-TZVPD basis

Values from the calculation:
* HOMO: -5.427 eV
* relative energy (zero: lowest compared OMol25 entry of this formula, charge and spin): 0.0 kcal/mol
* total charge: -1

Last column: natural (NBO) charge in e.
CARTESIAN COORDINATES (ANGSTROEM)
C -1.53677 0.05990 -0.03464  -1.04
O 0.65650 -1.22471 -1.17749  -1.16
O 3.00013 1.48369 -0.64588  -1.08
O 0.22944 -1.55795 1.28787  -1.16
O 0.86228 0.84409 0.33453  -1.11
P 2.42157 0.51561 0.27294  1.54
P 0.06277 -0.70909 0.09015  2.31
H -2.26636 -0.56856 -0.51747  0.23
H -1.99640 0.25104 1.02494  0.23
H -1.43315 0.90598 -0.63495  0.24



(6)
Formula: B5F20Sn
Source: OMol25
Level of theory: the ωB97M-V functional and the def2-TZVPD basis

Values from the calculation:
* HOMO: -4.716 eV
* relative energy (zero: lowest compared OMol25 entry of this formula, charge and spin): 197.4 kcal/mol
* total charge: -3

Last column: natural (NBO) charge in e.
CARTESIAN COORDINATES (ANGSTROEM)
Sn -17.76006 -8.83008 -13.19371  1.97
B -18.04080 -14.49849 -10.04212  1.32
F -17.27500 -14.51104 -8.86536  -0.58
F -19.17644 -15.16739 -9.70439  -0.58
F -18.33691 -13.20908 -10.49356  -0.59
F -17.52604 -15.20399 -11.08019  -0.57
B -12.65354 -11.29739 -14.84802  1.30
F -11.82940 -11.39914 -15.98091  -0.59
F -13.16290 -10.05008 -14.88572  -0.59
F -13.71002 -12.06475 -14.88470  -0.56
F -11.94276 -11.51790 -13.69354  -0.57
B -22.43902 -10.46601 -15.60823  1.29
F -21.89393 -9.25211 -15.67741  -0.57
F -23.57792 -10.36863 -16.31517  -0.56
F -21.70165 -11.45612 -16.19999  -0.58
F -22.48706 -10.81449 -14.32283  -0.56
B -15.03304 -6.77604 -8.44914  1.33
F -15.32905 -5.84262 -9.41338  -0.58
F -13.79414 -6.60392 -7.83757  -0.58
F -16.08572 -6.69776 -7.45821  -0.60
F -15.06088 -8.00162 -9.02874  -0.58
B -21.67355 -5.38126 -11.05387  1.29
F -20.44494 -5.04494 -11.56371  -0.59
F -21.67780 -5.32135 -9.71866  -0.56
F -22.62836 -4.59577 -11.57015  -0.56
F -21.84507 -6.67649 -11.37145  -0.57



Question: Number 1 is which compound?
Answer: C20H14N3O7Pt



Question: Number 3 is which compound?
Answer: C19H16Cl2N2O3